No. 1
{
  "formula": "C17H18N2OS",
  "method": "wB97M-V/def2-TZVPD",
  "elements": ["H", "O", "H", "H", "N", "H", "C", "C", "C", "H", "H", "N", "C", "C", "H", "C", "H", "H", "C", "H", "H", "C", "C", "C", "H", "S", "C", "C", "C", "H", "C", "C", "H", "H", "H", "C", "C", "H", "H"],
  "coordinates": [[3.351, 1.801, -2.399], [1.876, -2.026, -0.387], [-0.582, 3.660, -0.347], [3.744, 0.828, -0.229], [1.792, 0.167, 0.116], [1.820, 0.917, -2.599], [-0.266, 3.706, -4.173], [0.665, 3.099, -2.022], [-1.375, 4.267, -3.563], [-2.159, 4.715, -4.153], [2.814, 2.712, 0.435], [1.712, 2.551, -1.303], [-1.331, -2.982, 2.166], [-0.461, 3.669, -1.419], [-3.685, -5.085, 3.715], [-0.276, -2.586, 1.286], [-2.317, 4.676, -1.687], [-1.857, -1.205, 3.277], [1.357, -1.118, 0.246], [-3.652, -2.597, 4.531], [1.230, 3.472, 0.501], [1.767, 2.599, 0.134], [1.182, 1.321, 0.750], [0.259, -1.358, 1.197], [-0.085, -0.553, 1.824], [-1.891, -4.630, 2.143], [-2.034, -2.249, 3.092], [-1.458, 4.246, -2.182], [-3.006, -3.001, 3.772], [3.167, -0.504, -1.249], [2.455, 1.438, -1.876], [0.740, 3.135, -3.420], [1.366, 1.314, 1.832], [0.125, -3.352, 0.633], [1.604, 2.729, -3.922], [-3.044, -4.300, 3.365], [2.884, 0.446, -0.791], [-0.178, 3.717, -5.250], [0.100, 1.310, 0.573]],
  "e_above_lowest_ev": 1.9124,
  "e_tot_ha": -1241.52521,
  "homo_lumo_gap_ha": 0.2823,
  "homo_ev": -7.748,
  "smiles": "O=C(/C=C/c1cccs1)N1CCN(c2ccccc2)CC1",
  "e_lumo_ev": -0.067,
  "largest_force_ev_per_a": 0.97
}



No. 2
{
  "formula": "C34H68F30N10O27S10",
  "method": "wB97M-V/def2-TZVPD",
  "elements": ["O", "O", "H", "C", "H", "F", "C", "H", "H", "H", "H", "O", "S", "C", "H", "F", "O", "F", "H", "H", "O", "F", "H", "O", "S", "H", "O", "C", "S", "H", "H", "C", "C", "C", "S", "F", "H", "O", "C", "H", "H", "H", "O", "C", "F", "S", "H", "N", "O", "O", "H", "F", "H", "C", "H", "O", "C", "C", "F", "S", "O", "C", "F", "F", "C", "H", "H", "H", "H", "C", "O", "S", "N", "H", "F", "C", "H", "F", "F", "F", "H", "H", "N", "H", "O", "H", "H", "H", "N", "H", "H", "C", "O", "H", "F", "C", "H", "N", "F", "O", "H", "F", "C", "F", "F", "H", "H", "C", "C", "H", "O", "C", "H", "C", "S", "N", "C", "C", "H", "H", "H", "F", "O", "F", "O", "O", "H", "O", "H", "F", "H", "O", "C", "F", "O", "H", "N", "F", "H", "F", "N", "O", "H", "H", "F", "N", "O", "H", "H", "C", "C", "H", "H", "H", "H", "O", "H", "C", "F", "H", "S", "N", "H", "H", "H", "F", "H", "F", "C", "H", "H", "C", "C", "C", "F", "S", "H", "C", "H"],
  "coordinates": [[-1.997, 18.957, -13.524], [-16.468, 17.113, 4.159], [-8.652, 7.637, -2.307], [-4.544, 14.845, -13.908], [-14.626, 19.996, -4.146], [-12.680, 14.642, 5.896], [-2.573, 8.970, 2.026], [-5.546, 14.262, -4.387], [-5.450, 16.561, -5.980], [-9.779, 6.598, -4.422], [2.642, 6.003, 1.609], [-3.574, 26.971, -10.357], [-15.362, 17.014, 3.184], [-16.072, 15.965, 1.549], [-11.855, 23.061, -15.952], [-3.539, 23.949, -9.498], [-2.611, 20.103, -0.057], [-1.874, 19.607, -4.122], [-16.105, 21.760, -1.133], [-9.516, 20.850, -11.752], [-2.007, 16.151, -13.921], [-4.047, 8.099, -10.382], [-2.624, 7.883, 1.964], [-10.057, 21.930, -15.866], [-3.222, 8.584, -7.789], [-9.540, 18.610, -14.954], [-8.259, 14.945, -2.386], [-8.321, 26.636, -8.166], [-13.087, 16.853, 4.402], [-16.371, 23.119, -3.962], [-8.124, 20.484, -12.690], [3.614, 9.245, 2.227], [2.858, 6.806, 2.314], [-9.175, 20.220, -12.574], [-2.998, 18.763, -14.578], [-2.895, 17.676, -17.044], [-6.176, 15.100, -2.078], [-14.935, 18.284, 2.590], [-5.238, 20.120, -0.561], [-11.998, 21.263, -15.943], [-7.670, 15.352, -0.300], [-15.629, 24.136, -0.547], [-1.577, 9.534, -5.691], [-4.364, 7.624, -9.095], [-16.116, 14.675, 1.807], [-3.605, 19.075, -0.337], [-3.145, 9.344, 2.876], [-9.103, 19.520, -14.932], [-8.018, 18.460, -5.087], [-5.063, 25.394, -11.462], [4.693, 9.389, 2.282], [-11.151, 15.024, 4.382], [-7.291, 14.304, -4.759], [-2.067, 18.300, -16.169], [-8.000, 5.959, -2.531], [-3.839, 18.076, 0.709], [-1.719, 7.114, -4.451], [0.364, 11.354, 1.819], [-7.467, 26.416, -7.107], [-3.383, 16.455, -13.544], [-13.593, 17.801, 5.386], [-6.866, 18.161, -5.769], [-8.830, 27.868, -8.149], [-0.862, 6.503, -5.239], [-4.316, 24.829, -8.808], [-3.130, 9.274, 1.140], [-17.650, 22.764, -3.117], [-10.023, 22.685, -13.886], [-11.444, 9.244, -5.671], [-14.729, 23.618, -0.879], [-3.621, 20.067, -14.811], [-2.626, 8.682, -5.239], [-4.092, 17.445, -14.403], [-14.508, 22.853, -0.134], [-3.637, 25.553, -7.886], [-9.117, 8.513, -4.685], [1.530, 10.335, 3.222], [-1.065, 7.584, -3.395], [-5.108, 20.993, -1.539], [-15.332, 16.093, 0.497], [-14.559, 21.136, -1.751], [2.627, 10.198, 0.525], [-6.589, 16.163, -4.231], [3.329, 9.091, 3.268], [-1.260, 9.480, 1.838], [-9.248, 19.165, -12.310], [-8.560, 22.078, -14.588], [-8.416, 6.477, -6.176], [-3.509, 7.796, -6.463], [-9.283, 14.509, -0.712], [0.893, 9.420, 2.125], [-11.413, 22.119, -16.278], [-1.896, 8.406, -8.297], [-17.542, 22.065, -4.596], [-3.880, 13.685, -13.777], [-9.859, 20.459, -13.958], [-10.241, 10.617, -5.796], [1.367, 10.306, 2.226], [-1.689, 19.371, -16.827], [-14.842, 22.978, -2.080], [-9.141, 20.078, -5.979], [-4.178, 6.294, -9.047], [-11.977, 15.569, 5.252], [-11.204, 16.250, 6.009], [-5.262, 20.829, 0.522], [-6.789, 13.459, -2.188], [-7.015, 6.925, -5.400], [-8.795, 7.039, -4.262], [-6.506, 16.643, -5.720], [-5.962, 18.635, -5.386], [-0.891, 18.156, -0.683], [-8.477, 15.179, -1.012], [-16.918, 20.464, -3.110], [-8.136, 6.946, -2.974], [-1.703, 18.027, -1.887], [-17.013, 22.359, -3.788], [-15.445, 21.720, -2.000], [-15.230, 20.859, -4.426], [-9.214, 19.743, -15.911], [-8.180, 9.067, -4.614], [-1.937, 11.477, 1.752], [-5.096, 14.996, -15.081], [3.195, 8.010, 1.605], [-17.307, 16.404, 1.215], [-3.772, 9.951, -7.813], [-3.538, 16.718, -12.135], [-1.137, 10.958, 3.165], [-7.298, 24.920, -9.934], [-14.516, 21.633, -4.708], [-2.586, 6.324, -3.923], [-7.059, 18.442, -6.804], [-12.179, 17.527, 3.428], [2.800, 10.409, 1.580], [-9.289, 25.720, -8.128], [-1.522, 16.703, -2.489], [-7.497, 16.348, -3.828], [-14.120, 15.916, 3.731], [-5.517, 14.930, -12.956], [-7.147, 7.353, -3.186], [-6.370, 19.386, -0.737], [-7.872, 6.394, -5.329], [-9.553, 8.661, -5.985], [-11.404, 22.203, -17.365], [-9.310, 19.860, -4.380], [-1.051, 17.485, -15.992], [-5.997, 27.129, -9.520], [-3.471, 9.104, -4.101], [-8.126, 19.429, -14.693], [-5.893, 16.669, -3.703], [-8.520, 19.798, -5.128], [-10.547, 9.634, -6.152], [-7.082, 15.995, -6.381], [-7.730, 20.499, -4.857], [0.694, 12.223, 2.389], [3.367, 11.319, 1.774], [-8.155, 27.050, -10.987], [-8.790, 16.219, -0.923], [-6.509, 14.686, -4.103], [0.209, 19.418, -3.459], [0.488, 11.547, 0.754], [-4.722, 26.121, -10.231], [-3.456, 18.428, -1.722], [3.765, 6.499, 2.835], [-13.904, 24.328, -0.848], [-15.736, 20.464, -5.308], [-5.374, 24.159, -8.228], [2.092, 6.932, 3.079], [-5.613, 7.879, -8.802], [-1.090, 10.874, 2.079], [-10.606, 9.847, -7.219], [-7.697, 5.400, -5.359], [-6.895, 14.465, -2.595], [-9.636, 21.907, -14.544], [-16.123, 21.192, -3.275], [-1.341, 20.667, -2.345], [-7.373, 26.419, -9.871], [-10.927, 20.261, -13.859], [-1.121, 19.522, -3.047], [-9.906, 8.806, -3.992]],
  "e_tot_ha": -10892.23931,
  "homo_lumo_gap_ha": 0.2001,
  "homo_ev": -7.570,
  "e_lumo_ev": -2.124,
  "largest_force_ev_per_a": 6.50
}



No. 3
{
  "formula": "C33H34N6PdSe",
  "method": "wB97M-V/def2-TZVPD",
  "elements": ["H", "H", "H", "N", "C", "C", "H", "C", "C", "H", "H", "H", "C", "C", "C", "Pd", "H", "H", "C", "C", "C", "C", "H", "C", "C", "C", "C", "H", "C", "H", "Se", "H", "C", "N", "H", "H", "H", "H", "H", "H", "C", "C", "H", "N", "C", "H", "H", "C", "H", "C", "C", "C", "H", "H", "H", "C", "H", "H", "C", "H", "C", "C", "C", "N", "N", "H", "C", "H", "C", "N", "H", "C", "H", "C", "H"],
  "coordinates": [[-1.983, 4.281, 0.153], [2.409, 0.343, -4.857], [6.422, 2.205, 1.165], [3.255, -3.631, 2.572], [-1.783, 0.319, -1.626], [2.323, -4.479, -0.925], [-4.115, 1.522, -3.770], [-0.487, -3.280, 2.849], [2.900, 2.956, -1.198], [-3.862, 0.698, -1.421], [-0.561, -2.449, 0.872], [2.869, 4.035, -1.370], [1.550, 0.364, -4.193], [-0.520, -3.029, 4.217], [4.980, 3.742, 0.590], [1.118, -0.465, -0.068], [-0.526, 2.307, 0.044], [-3.895, 4.367, 1.758], [6.001, 2.647, 0.263], [-3.468, 2.385, 2.514], [0.652, -0.048, -1.964], [2.647, -2.310, 0.686], [2.574, 3.076, 2.826], [-3.249, 3.498, 1.706], [-1.349, 2.337, 0.744], [2.947, -3.626, 1.278], [-0.745, -0.912, 2.345], [2.981, -5.720, 0.761], [3.625, 3.001, 2.541], [6.822, 3.052, -0.336], [3.147, -1.877, 3.152], [3.817, 0.845, 2.339], [4.188, 1.649, 2.978], [2.663, -1.235, 1.477], [4.143, 3.816, 3.054], [1.678, -3.043, -2.390], [-0.815, 0.349, 4.078], [2.065, 2.478, -1.703], [-0.640, -1.486, 5.704], [5.397, 4.425, 1.335], [1.698, -0.075, -2.857], [2.025, -3.236, -1.384], [5.278, 1.631, 2.926], [3.712, 3.266, 1.113], [-3.005, 0.722, -2.084], [-0.384, -3.834, 4.930], [4.797, 4.339, -0.304], [-3.145, 1.195, -3.412], [5.528, 1.841, -0.302], [-2.652, 1.265, 2.458], [-1.540, 1.193, 1.569], [-0.754, -0.675, 3.729], [-2.164, 1.587, -5.265], [3.898, 1.424, 4.006], [-0.324, -4.288, 2.486], [-2.176, 3.441, 0.815], [-4.306, 2.383, 3.205], [2.665, -0.430, -2.521], [-2.062, 1.237, -4.242], [2.191, -5.315, -1.604], [-0.658, -1.714, 4.643], [2.800, -4.714, 0.402], [2.795, 2.645, 0.272], [2.253, -2.121, -0.587], [1.868, 1.859, 0.649], [3.823, 2.567, -1.633], [-0.628, 0.366, -2.455], [-2.870, 0.416, 3.092], [0.347, 0.819, -4.655], [-0.740, 0.110, 1.392], [1.865, 1.645, 1.641], [-0.780, 0.814, -3.794], [-1.653, -0.049, -0.616], [-0.620, -2.248, 1.935], [0.231, 1.164, -5.677]],
  "total_charge": -2,
  "e_above_lowest_ev": 0.6199,
  "e_tot_ha": -4135.71109,
  "homo_lumo_gap_ha": 0.1371,
  "homo_ev": 0.681,
  "e_lumo_ev": 4.412,
  "largest_force_ev_per_a": 0.41
}



No. 4
{
  "formula": "C19H22N4O2S3",
  "method": "wB97M-V/def2-TZVPD",
  "elements": ["H", "H", "H", "H", "C", "O", "H", "H", "S", "C", "C", "H", "C", "C", "H", "C", "N", "C", "H", "H", "C", "H", "H", "C", "C", "C", "H", "S", "H", "C", "S", "C", "H", "C", "H", "C", "H", "C", "C", "H", "N", "H", "N", "C", "N", "H", "H", "C", "H", "O"],
  "coordinates": [[0.248, 2.451, -1.656], [4.403, 3.461, 0.728], [3.494, 3.694, -0.761], [-2.805, 1.905, -1.986], [1.586, -1.991, -0.230], [-0.622, -3.104, 0.847], [-3.010, 3.902, -0.525], [5.077, -3.528, 0.195], [-5.726, 0.410, 0.383], [0.150, -0.236, -1.047], [2.143, -2.084, 1.037], [3.978, 1.339, -1.437], [-0.793, -2.050, 0.283], [3.529, -3.006, -1.185], [1.991, 2.812, -1.893], [-2.021, -0.091, -0.530], [-0.957, 0.418, -1.176], [1.366, 2.285, 0.167], [-4.460, 1.982, -1.308], [5.468, 2.201, -1.053], [1.265, 2.218, -1.347], [3.221, 0.401, 2.211], [-3.572, 2.892, 0.810], [3.550, 1.339, 2.653], [-3.401, 1.859, -1.072], [2.668, 2.487, 2.172], [3.476, 1.258, 3.734], [-3.555, -1.631, 0.846], [-1.911, 2.729, 0.224], [3.760, 2.956, 0.003], [1.580, 0.472, -1.793], [-4.194, -0.117, 0.187], [4.064, -3.369, -2.049], [4.542, 1.811, -0.638], [1.589, -1.729, 1.892], [4.095, -3.096, 0.075], [1.653, 2.354, 2.550], [3.402, -2.639, 1.183], [-2.941, 2.916, -0.075], [3.057, 3.442, 2.540], [2.569, 2.545, 0.721], [1.813, -2.393, -2.320], [-3.226, 0.535, -0.517], [2.268, -2.458, -1.343], [0.297, -1.398, -0.376], [4.593, 1.504, 2.394], [4.785, 1.049, 0.096], [-1.994, -1.286, 0.159], [3.840, -2.714, 2.167], [0.375, 2.040, 0.836]],
  "e_above_lowest_ev": 0.7208,
  "e_tot_ha": -2301.34644,
  "homo_lumo_gap_ha": 0.2875,
  "homo_ev": -7.729,
  "smiles": "CCN(CC)C(=O)CSc1nc2c(sc(=S)n2CC)c(=O)n1-c1ccccc1",
  "e_lumo_ev": 0.094,
  "largest_force_ev_per_a": 1.52
}



No. 5
{
  "formula": "C10H16AgF5N2O11S3",
  "method": "wB97M-V/def2-TZVPD",
  "elements": ["H", "C", "O", "H", "C", "H", "H", "C", "F", "O", "H", "Ag", "H", "F", "F", "O", "H", "O", "O", "C", "C", "N", "H", "N", "S", "F", "H", "H", "O", "H", "O", "O", "O", "C", "O", "C", "O", "S", "H", "S", "C", "F", "C", "C", "H", "H", "H", "H"],
  "coordinates": [[1.142, 3.888, 0.443], [0.769, 3.344, 1.299], [3.555, 0.938, -0.368], [-2.217, -3.599, 1.985], [-2.290, -1.666, -2.708], [0.664, 0.171, 2.509], [1.234, 1.377, 0.494], [0.030, 1.897, 3.584], [1.715, 1.365, -1.781], [-1.263, -1.083, -3.294], [-0.767, 3.730, 4.307], [-0.458, -0.726, -0.634], [1.283, -1.995, -2.483], [-1.853, 4.415, -0.230], [-2.328, 4.851, -2.336], [4.203, -2.076, -0.859], [-0.374, 1.320, 4.405], [-1.562, 1.347, -1.115], [-2.520, 2.102, -3.251], [0.562, 1.248, 2.478], [-0.188, 3.271, 3.515], [1.813, -0.911, -1.218], [-0.723, -3.902, 3.922], [0.705, -2.490, -3.169], [-2.459, 2.246, -1.810], [-0.431, 3.989, -1.820], [-1.493, -2.646, 0.137], [-0.983, -4.591, 1.327], [3.522, 0.192, -2.720], [-0.146, -1.836, -3.286], [-3.785, 2.247, -1.215], [-3.447, -1.387, -3.140], [-2.108, -2.369, -1.640], [-1.725, 3.994, -1.500], [2.838, -1.445, 1.148], [-0.290, -3.445, 3.032], [-0.900, -2.508, 0.917], [2.857, 0.299, -1.450], [1.231, -2.506, -4.038], [2.937, -1.727, -0.248], [-1.142, -3.600, 1.770], [2.170, -3.125, -0.378], [0.260, 4.003, 2.423], [0.914, 1.964, 1.341], [0.076, 5.069, 2.454], [0.712, -3.852, 2.898], [-0.221, -2.361, 3.132], [0.483, -3.419, -2.833]],
  "total_charge": -2,
  "e_tot_ha": -3168.71484,
  "homo_lumo_gap_ha": 0.2068,
  "homo_ev": -1.267,
  "e_lumo_ev": 4.359,
  "largest_force_ev_per_a": 6.38
}



No. 6
{
  "formula": "C6H14N2",
  "method": "wB97M-V/def2-TZVPD",
  "elements": ["N", "C", "H", "H", "H", "H", "H", "C", "C", "H", "H", "H", "H", "H", "H", "H", "C", "H", "H", "N", "C", "C"],
  "coordinates": [[0.328, 0.738, -0.235], [-0.956, 0.159, -0.651], [1.783, -1.770, -1.343], [1.318, 0.407, -2.135], [0.517, -2.009, 0.490], [-1.142, -0.874, -0.354], [1.577, 0.712, 1.499], [2.085, -1.024, -0.609], [-2.047, 1.138, -0.134], [3.155, -1.055, -0.475], [-2.796, 1.398, -0.881], [-2.359, -0.184, 1.429], [-1.502, 2.042, 0.098], [-1.050, 0.200, -1.731], [1.780, -1.775, 1.483], [2.217, 1.161, -0.989], [0.772, 0.147, 1.052], [-3.679, 0.690, 0.967], [-0.075, 0.062, 1.733], [-2.686, 0.730, 1.156], [1.492, 0.341, -1.055], [1.266, -1.234, 0.686]],
  "e_above_lowest_ev": 1.3720,
  "e_tot_ha": -346.47674,
  "homo_lumo_gap_ha": 0.3631,
  "homo_ev": -8.803,
  "smiles": "NCCN1CCCC1",
  "e_lumo_ev": 1.078,
  "largest_force_ev_per_a": 2.01
}



No. 7
{
  "formula": "C5H6O2",
  "method": "wB97M-V/def2-TZVPD",
  "elements": ["H", "C", "O", "C", "C", "H", "H", "C", "H", "H", "H", "O", "C"],
  "coordinates": [[-3.390, -0.530, 0.246], [2.149, -0.821, 0.022], [0.904, -1.324, -0.125], [-2.319, -0.077, 0.097], [1.960, 0.589, 0.142], [-2.449, 0.583, -0.971], [3.110, -1.507, 0.175], [0.539, 0.838, -0.215], [-0.096, 1.727, -0.211], [-1.959, 0.565, 0.967], [2.769, 1.255, 0.044], [-1.221, -0.909, -0.038], [0.004, -0.390, -0.133]],
  "e_above_lowest_ev": 2.8710,
  "e_tot_ha": -344.49641,
  "homo_lumo_gap_ha": 0.3362,
  "homo_ev": -8.189,
  "smiles": "COc1ccco1",
  "e_lumo_ev": 0.961,
  "largest_force_ev_per_a": 3.85
}